1.
# C14H15F9O12Pb

C14H15F9O12Pb as an isolated structure in a non-equilibrium geometry (ωB97M-V with the def2-TZVPD basis set, OMol25).

Geometry as XYZ:
```
51
Properties=species:S:1:pos:R:3:forces:R:3
Pb 9.742570 9.426393 11.814712 -3.56 -0.34 -2.99
C 9.866478 6.920260 10.585350 -1.97 1.48 -0.09
O 9.422453 7.220725 11.793128 0.52 0.85 1.78
O 9.624230 5.827439 10.148257 0.42 -2.97 -1.25
O 10.271969 7.918666 9.863122 1.09 1.25 0.31
C 11.190434 10.234196 14.033928 0.26 0.12 1.56
O 11.981664 10.060661 14.967254 0.98 0.06 0.50
O 10.156413 10.939091 14.096233 -1.53 1.22 -0.19
O 11.330016 9.518181 12.939720 3.98 -1.34 0.35
C 9.292982 8.631989 17.035311 -0.57 2.37 0.75
C 9.846480 7.981030 15.770743 0.19 0.11 1.11
O 8.893176 6.956782 15.305823 1.07 0.44 -0.11
C 7.823892 7.391869 14.708105 -0.29 2.71 0.47
O 7.454220 8.549780 14.516481 0.86 -2.11 0.05
C 6.908710 6.249396 14.407727 -1.08 -2.16 -1.77
F 5.705550 6.418138 14.955485 -0.56 0.64 0.54
F 6.719038 6.083505 13.097654 -0.08 0.82 -0.44
F 7.303249 5.034097 14.800165 0.76 -0.16 0.95
H 9.433217 8.186904 18.066257 0.21 -0.18 -1.47
H 8.230455 8.943189 16.996873 0.34 -0.51 -0.35
H 9.777505 9.637475 17.058878 0.02 -0.66 0.17
H 10.710854 7.451467 16.182429 -0.02 -0.35 -1.03
H 10.189976 8.711655 14.978830 -0.98 -1.24 1.08
C 9.038999 8.889314 6.942528 0.11 1.30 0.59
C 8.870258 9.995436 7.991363 -0.82 -1.55 0.38
O 9.706107 11.126850 7.790067 1.19 1.28 -0.94
C 9.290633 12.385392 7.930347 -1.06 -1.11 1.08
O 8.204815 12.729220 8.328434 0.75 0.28 -0.67
C 10.495980 13.356479 7.720714 -1.76 -0.67 0.82
F 10.111314 14.624312 7.557349 -0.15 0.03 -0.73
F 11.203762 13.346257 8.827555 1.01 -0.17 0.91
F 11.227481 12.930814 6.722105 0.85 0.32 -1.05
H 8.789016 9.330080 5.983811 -0.10 -0.34 -0.47
H 8.356729 8.091591 7.248806 0.17 0.06 -0.24
H 10.050428 8.538832 6.969235 0.51 -0.44 -0.13
H 9.145037 9.523706 8.951917 -0.38 0.52 -0.25
H 7.835313 10.289428 7.892995 -0.29 0.42 0.68
C 8.346242 13.246179 12.659939 1.51 -1.53 -1.29
C 7.605059 12.138180 13.349194 -0.50 -0.15 0.62
O 6.182530 12.401818 13.701828 -0.25 0.30 -0.15
C 5.200570 12.513192 12.801846 2.38 -0.76 0.36
O 5.297585 12.598421 11.605694 -0.53 0.27 0.71
C 3.892334 12.223964 13.558010 -0.02 0.24 -1.96
F 3.556174 10.980243 13.173259 -0.08 -0.42 0.90
F 3.960253 12.366063 14.858506 -0.17 -0.41 0.59
F 2.904322 12.998246 13.104894 -0.53 0.69 0.02
H 8.050851 13.256886 11.603303 -0.09 0.33 0.20
H 9.385278 12.806676 12.653215 -0.74 0.53 0.03
H 8.446167 14.252096 13.024635 -0.49 0.25 0.72
H 8.087277 11.721622 14.245691 -0.37 0.86 0.07
H 7.602027 11.260428 12.728336 -0.22 -0.17 -0.71
```
Forces are in eV/Å.

Output
Gap between HOMO and LUMO: 0.2457 hartree
Total charge: -2

***

2.
# C4H7NO

A 2-piece molecular cluster, C4H7NO overall (ωB97M-V with the def2-TZVPD basis set, OMol25).

Geometry as XYZ:
```
13
Properties=species:S:1:pos:R:3:forces:R:3
C -0.468394 -0.209290 1.406069 -0.05 0.18 -0.25
C 1.002958 0.459487 -0.257102 0.29 0.13 -0.22
C 0.549690 -0.711953 -1.125639 -0.04 0.01 0.05
O -0.815063 -0.300495 -1.323971 0.25 0.35 0.19
C -0.812632 0.821700 -0.561799 -0.36 -0.35 0.25
N 0.338402 1.579018 -0.588074 0.08 -0.58 0.17
H -0.930998 0.633799 1.934456 0.04 -0.21 -0.08
H 0.444506 -0.481801 1.959829 -0.21 0.09 -0.23
H -1.134448 -1.079482 1.339658 0.15 0.24 0.05
H 1.976128 0.486045 0.247139 -0.34 -0.03 -0.11
H 0.541328 -1.692630 -0.642774 -0.01 0.24 -0.05
H 1.097577 -0.740418 -2.079353 -0.10 0.05 0.26
H -1.789054 1.236018 -0.308440 0.30 -0.12 -0.02
```
Forces are in eV/Å.

Output
Gap between HOMO and LUMO: 0.2767 hartree

***

3.
# CH2F2S2

A 2-piece molecular cluster, CH2F2S2 overall in a non-equilibrium geometry (ωB97M-V with the def2-TZVPD basis set, OMol25).

Geometry as XYZ:
```
7
Properties=species:S:1:pos:R:3:forces:R:3
C -0.222954 1.240309 -0.421982 0.07 -1.96 3.04
F -0.225557 1.462716 0.941177 0.20 -0.28 -1.51
F 1.009475 1.065485 -0.836790 -0.35 0.38 -0.21
S 0.780530 -2.100698 0.110817 -0.64 -0.13 0.94
S -0.995204 -1.307336 -0.388119 0.53 1.56 -0.37
H -0.838539 2.003365 -0.848543 -0.22 0.14 -1.01
H 0.492249 -2.363841 1.443441 0.41 0.29 -0.89
```
Forces are in eV/Å.

Output
Gap between HOMO and LUMO (alpha / beta): 0.2783 / 0.3072 hartree

***

4.
# C29H36Cl5FN3O3RuSb

C29H36Cl5FN3O3RuSb as an isolated structure (ωB97M-V with the def2-TZVPD basis set, OMol25).

Geometry as XYZ:
```
79
Properties=species:S:1:pos:R:3:forces:R:3
Ru 0.648630 3.261744 0.382077 0.38 -0.57 -0.66
C 4.203277 -3.711879 0.160568 -0.07 0.04 -0.07
C 3.911662 -2.862859 1.386131 0.04 -0.07 -0.05
N 2.943823 -1.782765 1.098597 -0.11 -0.03 -0.03
C 3.412847 -0.601397 0.704919 0.06 -0.08 0.01
C 2.629460 0.493423 0.414688 -0.02 -0.08 -0.04
C 3.318720 1.725057 -0.086893 -0.26 0.65 0.08
O 4.448150 1.653592 -0.518154 0.08 -0.18 0.06
O 2.595015 2.793977 -0.007904 0.73 0.19 -0.37
C 1.247284 0.397434 0.547241 0.11 -0.39 0.18
O 0.383162 1.336322 0.322512 -0.60 -0.03 0.54
C 0.720628 -0.893487 0.931140 -0.12 0.15 -0.10
C -0.664357 -1.086332 1.053271 -0.02 0.03 -0.03
C -1.167078 -2.314456 1.342513 0.01 0.00 -0.03
F -2.502135 -2.455283 1.407190 -0.01 0.01 -0.03
C -0.340034 -3.443443 1.541800 -0.06 -0.10 0.07
C 1.025911 -3.240381 1.466298 0.07 -0.03 0.06
C 1.571145 -1.982580 1.165958 0.11 -0.06 0.00
N -0.848583 -4.722497 1.835569 0.04 0.03 0.04
C -2.250383 -4.933536 2.205157 0.10 0.02 0.03
C -2.403992 -6.355995 2.763148 -0.03 0.08 -0.01
N -1.088866 -6.776230 3.353982 -0.03 0.01 -0.13
C -0.066047 -6.986159 2.263827 0.05 0.02 -0.02
C -0.275050 -5.901196 1.201147 -0.07 0.05 -0.02
H 4.916868 -4.495633 0.411973 -0.01 0.01 0.01
H 4.636732 -3.102259 -0.632799 0.01 -0.02 0.01
H 3.297353 -4.176262 -0.233667 0.02 -0.01 0.02
H 4.819263 -2.383194 1.745491 -0.02 0.04 0.00
H 3.526748 -3.456319 2.212146 0.00 0.05 0.04
H 4.487950 -0.505578 0.604755 -0.01 0.04 -0.01
H -1.338254 -0.253077 0.906036 0.01 -0.03 -0.04
H 1.684561 -4.074164 1.657799 0.00 0.02 -0.01
H -2.940443 -4.817793 1.366794 -0.02 -0.02 -0.01
H -2.526334 -4.210155 2.968709 -0.02 0.00 0.00
H -2.653204 -7.085239 1.995428 0.04 -0.03 0.01
H -3.168631 -6.390320 3.534714 0.01 -0.04 0.03
H -1.187064 -7.619385 3.919614 -0.01 -0.01 0.01
H -0.762309 -6.026158 3.965284 0.02 -0.02 0.04
H -0.209005 -7.985017 1.856751 -0.03 -0.02 0.04
H 0.916982 -6.931031 2.726709 -0.02 0.01 0.05
H -0.937452 -6.265961 0.408552 0.00 0.00 -0.01
H 0.676077 -5.669829 0.733170 0.00 0.00 -0.02
Cl -2.157375 1.871472 2.144704 0.01 0.15 -0.02
C -2.312085 3.456345 1.434264 -0.13 0.08 0.03
C -1.234624 4.000813 0.747665 -0.04 -0.51 0.11
C -1.423644 5.281564 0.273417 -0.02 0.17 -0.06
Cl -0.027464 5.944735 -0.577276 0.14 -0.13 0.34
C -2.582371 6.028268 0.415125 0.11 0.12 -0.08
Cl -2.688448 7.612461 -0.228924 -0.01 -0.03 -0.01
C -3.647602 5.445342 1.093347 -0.15 -0.02 0.06
Cl -5.107310 6.318717 1.311015 0.06 -0.03 -0.03
C -3.511528 4.151663 1.605332 0.04 -0.08 0.05
Cl -4.819584 3.435385 2.453721 0.00 0.02 -0.02
C 1.446396 3.752240 -4.796294 0.03 0.09 0.02
C 1.212109 4.356462 -3.412260 0.14 -0.05 -0.11
Sb -0.028839 3.162275 -2.181472 -0.11 0.53 0.39
C -2.020531 3.693078 -2.644589 -0.11 0.05 -0.04
C -2.241847 3.777025 -4.155542 -0.04 -0.02 0.06
C 0.070394 1.211789 -2.999916 0.05 -0.21 0.20
C -1.098695 0.337959 -2.551004 0.07 -0.04 -0.07
H 2.102110 4.407473 -5.370425 -0.01 -0.01 -0.01
H 0.519444 3.643210 -5.360196 0.00 -0.02 0.01
H 1.932003 2.778007 -4.738777 0.01 0.01 0.00
H 0.720927 5.327831 -3.468415 0.03 0.02 0.00
H 2.148207 4.478038 -2.867591 0.01 0.05 0.01
H -2.232978 4.639627 -2.150645 -0.04 0.00 -0.03
H -2.648378 2.933238 -2.176828 -0.03 0.03 0.00
H -1.732824 4.639890 -4.586118 0.02 -0.03 0.00
H -3.305680 3.884348 -4.368288 0.01 0.03 -0.01
H -1.897694 2.882181 -4.678886 -0.02 0.00 0.01
H 1.031976 0.787870 -2.707237 0.01 -0.02 -0.05
H 0.078863 1.348668 -4.081417 0.04 -0.02 -0.01
H -1.174423 0.294631 -1.464157 -0.02 0.01 0.01
H -0.966576 -0.680338 -2.920918 -0.02 0.01 0.00
H -2.047096 0.704077 -2.944156 -0.01 0.01 0.02
C 1.157959 4.379317 2.027338 -0.28 0.44 -0.59
H 0.534057 5.248449 2.206946 -0.03 -0.05 0.19
H 2.187798 4.656458 1.803184 0.04 -0.03 0.07
H 1.072322 3.645731 2.833030 -0.09 -0.13 -0.08
```
Forces are in eV/Å.

Output
Gap between HOMO and LUMO (alpha / beta): 0.2281 / 0.2272 hartree
Total charge: +2

***

5.
# C20H21ClNO6PS

One molecule with the formula C20H21ClNO6PS in a non-equilibrium geometry (ωB97M-V with the def2-TZVPD basis set, OMol25).

Geometry as XYZ:
```
51
Properties=species:S:1:pos:R:3:forces:R:3
C 1.055194 2.422902 -4.064470 -0.15 -0.14 0.34
C -0.009124 1.793549 -3.184900 -0.17 0.09 -0.77
O 0.408680 1.809041 -1.815451 0.48 -0.53 0.84
P 1.139205 0.528068 -1.193916 0.05 0.89 0.09
O 1.555221 -0.509624 -2.126067 -0.01 -0.34 -0.24
O 2.352476 1.135945 -0.364492 -0.41 -0.54 -0.06
C 2.415058 2.484707 0.117661 0.16 0.55 0.26
C 3.297512 2.515985 1.352327 -0.21 -0.13 -0.36
C -0.087201 -0.113870 0.091147 0.50 0.45 -0.74
N 0.586268 -1.231666 0.683802 -0.36 -0.47 0.86
S -0.258741 -2.045351 1.895386 0.42 -0.17 -0.09
O 0.668212 -2.286890 2.963081 0.16 -0.20 -0.29
O -1.473310 -1.335867 2.168596 -0.07 -0.26 -0.37
C -0.639856 -3.572587 1.058218 -0.02 0.40 0.30
C -1.902602 -3.752674 0.529877 -0.15 0.08 0.05
C -2.179409 -4.916071 -0.169934 0.03 -0.01 -0.01
C -1.191715 -5.875622 -0.330138 -0.06 0.00 -0.02
C 0.071127 -5.682742 0.209294 0.05 0.09 0.06
C 0.352497 -4.520618 0.908648 0.13 -0.12 0.04
C -1.211981 -0.557548 -0.759643 -0.73 0.32 -0.35
C -2.172662 0.298119 -1.121250 0.06 -0.61 -0.13
Cl -3.420800 -0.162603 -2.211823 -0.07 -0.07 -0.12
C -2.222959 1.692214 -0.628323 -0.07 0.26 -0.14
O -2.885165 2.557334 -1.162160 0.12 -0.24 0.15
C -1.436856 1.909363 0.600842 0.28 0.27 0.55
C -1.726320 3.019226 1.395530 -0.02 -0.13 -0.18
C -1.075839 3.203173 2.597740 0.02 0.03 0.03
C -0.137018 2.272512 3.022626 0.06 -0.05 -0.06
C 0.181319 1.185253 2.229103 -0.04 0.10 -0.09
C -0.455122 1.001218 1.007843 -0.27 0.63 0.20
H 0.714021 2.440840 -5.095688 -0.01 0.01 -0.13
H 1.261086 3.439629 -3.739285 0.02 0.11 -0.01
H 1.968971 1.836367 -3.999696 0.10 -0.03 -0.08
H -0.191066 0.761911 -3.496737 -0.08 0.10 0.04
H -0.942849 2.360935 -3.216607 0.07 -0.13 0.02
H 2.846371 3.102609 -0.675565 -0.10 -0.07 0.04
H 1.410582 2.852763 0.337714 0.07 0.00 -0.02
H 2.855571 1.927432 2.151032 -0.02 -0.03 0.10
H 4.276699 2.107798 1.116935 0.12 0.00 0.01
H 3.410474 3.541922 1.691158 0.02 0.11 0.06
H 1.559959 -1.073615 0.898304 0.12 -0.17 0.29
H -2.644886 -2.985157 0.682649 -0.16 0.05 -0.03
H -3.161544 -5.072231 -0.589278 -0.08 0.00 -0.02
H -1.408140 -6.781147 -0.876981 -0.02 -0.07 -0.04
H 0.834309 -6.435406 0.083540 0.07 -0.05 0.00
H 1.319767 -4.339469 1.348556 0.18 -0.07 0.02
H -1.161660 -1.566480 -1.140967 -0.02 -0.03 -0.15
H -2.479660 3.711396 1.050571 -0.06 0.05 -0.02
H -1.308963 4.056693 3.215884 -0.03 0.07 0.05
H 0.347847 2.394000 3.979559 0.05 0.00 0.09
H 0.897023 0.454335 2.575748 0.09 0.01 0.06
```
Forces are in eV/Å.

Output
SMILES: CCOP(=O)(OCC)[C@]1(NS(=O)(=O)c2ccccc2)C=C(Cl)C(=O)c2ccccc21
Gap between HOMO and LUMO: 0.3326 hartree

***

6.
# C3H10OS

A 2-piece molecular cluster, C3H10OS overall in a non-equilibrium geometry (ωB97M-V with the def2-TZVPD basis set, OMol25).

Geometry as XYZ:
```
15
Properties=species:S:1:pos:R:3:forces:R:3
C -0.739861 1.732302 -1.595144 3.23 0.54 -4.90
C -0.191795 0.415892 -1.154259 -1.22 -2.17 0.62
O 1.157426 0.339618 -0.897403 3.47 2.86 -1.73
H -0.719762 1.781170 -2.810084 -0.45 -0.11 2.77
H -1.647258 1.943189 -1.233304 -3.89 0.25 0.96
H -0.216093 2.663919 -1.349183 0.76 -0.58 0.45
H -0.389629 -0.454439 -1.851240 -0.53 1.18 0.29
H -0.647429 0.105410 -0.193754 -0.16 0.22 -0.42
H 1.628083 1.025160 -1.529404 -1.23 -2.20 1.94
C 0.462830 -1.178188 2.268671 1.61 1.08 1.40
S 0.427340 -2.856664 1.619718 1.16 0.04 -0.12
H -0.151112 -0.393314 1.829745 -0.18 -0.47 -0.41
H 0.306152 -1.092802 3.396982 0.27 -0.43 -1.48
H 1.551283 -0.867799 2.037964 -1.70 -0.41 0.50
H -0.830182 -3.163450 1.460694 -1.15 0.20 0.12
```
Forces are in eV/Å.

Output
SMILES: CCO.CS
Gap between HOMO and LUMO: 0.3603 hartree